18
Properties=species:S:1:pos:R:3:nbo_charge:R:1 method="wB97M-V/def2-TZVPD" smiles="CCN=C=C(C)C" energy_ha=-289.92446 gap_ev=9.1 e_above_lowest_kj_mol=124.0 charge=0 mol_weight_g_mol=97.16
C -1.9731 -0.9762 0.6239 -0.63
C -1.1477 -0.8990 1.9014 -0.23
N 0.1174 -0.1634 1.7964 -0.43
C 0.5177 0.2127 0.6978 0.40
C 0.9962 0.5833 -0.4680 -0.21
C 0.7033 1.9395 -1.0584 -0.61
C 1.8483 -0.3781 -1.2612 -0.60
H -2.9001 -1.5292 0.8041 0.22
H -2.2331 0.0263 0.2660 0.21
H -1.4202 -1.4802 -0.1762 0.21
H -0.8882 -1.9044 2.2533 0.20
H -1.7218 -0.4300 2.7073 0.20
H 0.0370 2.5265 -0.4197 0.22
H 1.6289 2.5116 -1.2017 0.21
H 0.2284 1.8374 -2.0430 0.21
H 2.8483 0.0351 -1.4424 0.21
H 1.9657 -1.3326 -0.7397 0.22
H 1.3930 -0.5795 -2.2397 0.21

***

18
Properties=species:S:1:pos:R:3:nbo_charge:R:1 method="wB97M-V/def2-TZVPD" energy_ha=-289.78261 gap_ev="8.0 / 7.2" e_above_lowest_kj_mol=496.4 charge=0 mol_weight_g_mol=97.16
C 0.3394 1.4455 0.1942 -0.17
C -0.2688 0.1212 -1.5459 -0.38
C -0.0561 1.5790 -1.2575 -0.50
H -0.9582 2.1779 -1.3982 0.21
H -0.3426 1.9266 0.8964 0.21
H 1.3559 1.7649 0.4216 0.21
H 0.5553 -0.4466 -1.9469 0.18
H -1.2447 -0.2073 -1.8670 0.19
H 0.7299 2.0327 -1.8662 0.21
C -0.8683 -0.7073 0.8249 0.00
C 1.5239 -0.6903 0.8108 -0.30
C -1.0822 -1.9562 1.2310 -0.50
N 0.3709 -0.1261 0.5163 -0.34
H -1.6958 -0.0277 0.6830 0.20
H 1.5896 -1.7627 0.8991 0.19
H 2.4345 -0.1580 0.5910 0.18
H -0.2967 -2.6771 1.3797 0.20
H -2.0857 -2.2886 1.4335 0.21

***

18
Properties=species:S:1:pos:R:3:nbo_charge:R:1 method="wB97M-V/def2-TZVPD" smiles="C=N/C=C/CCC" energy_ha=-289.87593 gap_ev=9.4 e_above_lowest_kj_mol=251.4 charge=0 mol_weight_g_mol=97.16
C 0.9408 1.5214 -3.1711 -0.04
N 0.1988 0.5862 -2.6852 -0.42
C 0.7818 -0.1359 -1.6299 -0.06
C -0.0512 -0.5554 -0.6649 -0.18
C 0.5277 -0.8590 0.7553 -0.42
C -0.2328 -0.0927 1.8429 -0.39
C -1.6979 -0.4022 2.0821 -0.61
H 2.0004 1.2714 -3.2919 0.13
H 0.5790 2.5179 -3.4182 0.18
H 1.8307 -0.4515 -1.7162 0.17
H -1.0821 -0.2153 -0.6472 0.20
H 0.5452 -1.9299 0.9391 0.21
H 1.5184 -0.4066 0.7357 0.21
H 0.2867 -0.4171 2.7434 0.20
H 0.0241 0.9633 1.7419 0.20
H -2.0919 0.1763 2.9017 0.21
H -1.8111 -1.4674 2.2770 0.21
H -2.2667 -0.1034 1.2055 0.20

***

18
Properties=species:S:1:pos:R:3:nbo_charge:R:1 method="wB97M-V/def2-TZVPD" smiles=CCC[C@@H](C)C#N energy_ha=-289.96924 gap_ev=12.3 e_above_lowest_kj_mol=6.4 charge=0 mol_weight_g_mol=97.16
C 1.5786 -2.0701 -0.5939 -0.60
C 1.2237 -0.6562 -0.1437 -0.40
C -0.2736 -0.3492 -0.2013 -0.38
C -0.5944 1.1394 0.0363 -0.32
C -2.0903 1.4063 0.2422 -0.59
C 0.1648 1.6610 1.1865 0.29
N 0.7635 2.0637 2.0911 -0.34
H 2.6605 -2.2306 -0.5386 0.21
H 1.0977 -2.8258 0.0377 0.20
H 1.2672 -2.2498 -1.6294 0.20
H 1.5750 -0.4986 0.8832 0.21
H 1.7643 0.0712 -0.7645 0.20
H -0.6806 -0.6194 -1.1852 0.21
H -0.8111 -0.9580 0.5382 0.20
H -0.2480 1.7051 -0.8392 0.24
H -2.6598 1.0453 -0.6200 0.21
H -2.4524 0.8897 1.1368 0.22
H -2.2851 2.4760 0.3637 0.22